Record 1
Molecular formula: C18H52N2O9
Method: DFT, ωB97M-V/def2-TZVPD

molecular weight = 440.62 Da
energy relative to the best compared isomer or geometry (same formula, charge and spin) = 4.07 kJ/mol
frontier orbital gap = 0.3099 hartree
HOMO level = -8.278 eV
SMILES string = CC1(C)CCCC(C)(C)N1O.CC1(C)CCCC(C)(C)N1O.O.O.O.O.O.O.O

Cartesian coordinates (Å):
C (3.39, -2.50, -2.37)
C (2.07, -2.04, -1.69)
C (1.77, -0.59, -2.11)
C (1.29, -0.52, -3.54)
C (0.02, -1.33, -3.64)
C (0.19, -2.81, -3.30)
N (0.92, -2.88, -2.02)
O (1.14, -4.22, -1.62)
C (-1.18, -3.41, -3.10)
C (0.94, -3.49, -4.45)
C (2.19, -2.05, -0.17)
H (4.14, -2.70, -1.60)
H (3.80, -1.73, -3.03)
H (3.30, -3.41, -2.97)
H (1.08, -0.10, -1.43)
H (2.70, -0.01, -2.07)
H (2.10, -0.82, -4.22)
H (1.07, 0.48, -3.92)
H (-0.38, -1.29, -4.66)
H (-0.74, -0.88, -3.00)
H (-1.79, -3.34, -4.00)
H (-1.10, -4.49, -2.92)
H (-1.67, -2.94, -2.25)
H (0.24, -3.80, -5.22)
H (1.71, -2.85, -4.88)
H (1.49, -4.38, -4.13)
H (2.03, -3.07, 0.20)
H (1.42, -1.42, 0.27)
H (3.18, -1.79, 0.21)
H (1.96, -4.51, -2.05)
C (1.75, 4.39, -0.02)
C (0.34, 3.82, -0.19)
C (0.42, 2.30, 0.05)
C (-0.92, 1.61, 0.29)
C (-1.85, 2.39, 1.22)
C (-1.92, 3.92, 1.03)
N (-0.57, 4.42, 0.78)
O (-0.68, 5.83, 0.57)
C (-2.91, 4.22, -0.12)
C (-2.42, 4.53, 2.32)
C (-0.09, 4.06, -1.65)
H (2.19, 4.07, 0.92)
H (1.68, 5.48, 0.08)
H (2.34, 4.19, -0.90)
H (0.86, 1.88, -0.85)
H (1.04, 2.10, 0.92)
H (-0.73, 0.69, 0.84)
H (-1.44, 1.37, -0.64)
H (-1.51, 2.26, 2.26)
H (-2.86, 1.99, 1.13)
H (-2.81, 3.52, -0.95)
H (-3.93, 4.12, 0.27)
H (-2.80, 5.25, -0.45)
H (-1.68, 4.35, 3.11)
H (-2.54, 5.61, 2.26)
H (-3.40, 4.10, 2.57)
H (-1.05, 3.63, -1.93)
H (0.69, 3.69, -2.32)
H (-0.18, 5.14, -1.83)
H (0.08, 6.20, 1.02)
O (-0.60, -3.77, 4.14)
H (0.28, -3.51, 4.44)
H (-0.45, -4.50, 3.53)
O (-2.98, -1.43, 2.26)
H (-2.58, -1.58, 1.39)
H (-3.93, -1.42, 2.10)
O (-0.86, -2.63, 0.61)
H (-1.31, -3.24, 1.21)
H (-0.16, -3.14, 0.19)
O (0.67, 0.44, 5.24)
H (1.19, 1.18, 4.91)
H (0.48, -0.09, 4.45)
O (-0.09, -0.88, 2.75)
H (0.20, -1.66, 2.26)
H (-1.04, -1.03, 2.89)
O (2.40, -2.58, 4.53)
H (2.53, -2.01, 3.76)
H (2.84, -2.12, 5.25)
O (-3.28, -2.96, 4.81)
H (-3.24, -2.03, 4.58)
H (-2.39, -3.29, 4.62)

Mulliken population analysis, charges in e, atoms 1 to 4: -1.473 2.190 -1.168 -0.658

Record 2
Molecular formula: C18H52N4O6
Method: DFT, ωB97M-V/def2-TZVPD

molecular weight = 420.64 Da
energy relative to the best compared isomer or geometry (same formula, charge and spin) = 1183.80 kJ/mol
frontier orbital gap = 0.3512 hartree
HOMO level = -9.039 eV
SMILES string = COC[C@H](C)N.COC[C@H](C)N.COC[C@H](C)N.COC[C@H](C)N.CO.CO

Cartesian coordinates (Å):
C (-0.56, -3.90, 4.53)
C (0.47, -3.05, 3.85)
C (0.19, -1.50, 4.06)
O (-1.16, -1.43, 3.60)
C (-1.68, -0.10, 3.89)
N (1.84, -3.25, 4.31)
H (-0.36, -3.62, 5.59)
H (-0.19, -4.97, 4.44)
H (-1.50, -3.78, 4.11)
H (0.33, -3.07, 2.81)
H (0.69, -0.75, 3.72)
H (0.22, -1.00, 4.99)
H (-1.97, 0.01, 4.80)
H (-2.60, 0.15, 3.33)
H (-0.95, 0.80, 3.54)
H (2.26, -2.61, 3.67)
H (2.12, -4.12, 3.86)
C (3.85, -1.69, 1.53)
C (3.81, -1.42, -0.01)
C (3.34, -2.60, -0.82)
O (4.15, -3.77, -0.40)
C (3.84, -4.75, -1.38)
N (3.10, -0.26, -0.26)
H (2.81, -2.03, 2.00)
H (4.00, -0.79, 2.11)
H (4.56, -2.51, 1.74)
H (4.84, -1.23, -0.36)
H (3.77, -2.37, -1.76)
H (2.18, -2.63, -0.84)
H (2.77, -5.09, -1.48)
H (4.40, -5.82, -1.16)
H (4.01, -4.46, -2.29)
H (2.18, -0.29, 0.06)
H (2.80, -0.14, -1.19)
C (-0.76, 3.64, -2.79)
C (0.24, 3.50, -1.64)
C (1.64, 4.20, -1.88)
O (2.32, 3.44, -2.80)
C (3.52, 4.09, -3.19)
N (-0.38, 4.19, -0.54)
H (-1.00, 4.75, -3.02)
H (-1.54, 3.24, -2.53)
H (-0.39, 2.96, -3.66)
H (0.17, 2.38, -1.40)
H (2.25, 3.94, -1.00)
H (1.85, 5.21, -2.21)
H (4.09, 4.49, -2.33)
H (3.27, 4.98, -3.81)
H (4.21, 3.49, -3.70)
H (0.29, 3.91, 0.22)
H (-1.31, 3.75, -0.14)
C (-4.14, -1.09, -0.78)
C (-4.01, 0.17, -1.65)
C (-3.27, -0.06, -2.94)
O (-1.95, -0.40, -2.71)
C (-1.13, -0.78, -3.90)
N (-5.30, 0.63, -1.98)
H (-3.15, -1.48, -0.72)
H (-4.71, -1.84, -1.32)
H (-4.57, -1.05, 0.10)
H (-3.37, 0.93, -1.19)
H (-3.19, 0.89, -3.46)
H (-3.82, -0.80, -3.54)
H (-1.69, -1.72, -4.46)
H (-0.26, -1.16, -3.39)
H (-1.14, -0.05, -4.64)
H (-6.19, -0.06, -2.15)
H (-5.48, 1.37, -2.39)
C (-0.54, 0.08, 0.50)
O (-0.06, -0.39, -0.74)
H (-1.40, -0.42, 0.84)
H (-0.28, 1.22, 0.73)
H (0.02, -0.34, 1.06)
H (-0.68, -0.03, -1.54)
C (-2.40, 3.28, 2.28)
O (-2.55, 2.46, 1.21)
H (-2.88, 2.55, 3.07)
H (-3.01, 3.95, 2.30)
H (-1.43, 3.49, 2.51)
H (-3.44, 2.50, 0.77)

Mulliken population analysis, charges in e, atoms 1 to 4: -1.283 0.423 -1.462 -0.423

Record 3
Molecular formula: C18H52O8
Method: DFT, ωB97M-V/def2-TZVPD

molecular weight = 396.61 Da
energy relative to the best compared isomer or geometry (same formula, charge and spin) = 1356.57 kJ/mol
frontier orbital gap = 0.3595 hartree
HOMO level = -9.546 eV
SMILES string = CC(C)O.CC(C)O.CC(C)O.CC(C)O.CC(C)O.CO.CO.CO

Cartesian coordinates (Å):
C (4.95, 0.68, 60.24)
O (5.38, -0.52, 60.81)
H (4.79, 0.22, 59.25)
H (5.60, 1.39, 60.52)
H (3.95, 0.96, 60.77)
H (6.08, -0.76, 60.39)
C (8.34, 3.05, 58.80)
O (7.52, 3.96, 58.16)
H (8.41, 3.43, 59.79)
H (9.20, 2.77, 58.35)
H (7.65, 2.20, 58.82)
H (6.67, 3.52, 57.93)
C (12.06, 2.75, 56.61)
O (13.14, 3.52, 56.06)
H (12.43, 1.88, 57.23)
H (11.38, 2.68, 55.83)
H (11.35, 3.33, 57.31)
H (13.07, 4.45, 56.21)
C (8.91, 1.12, 62.64)
C (10.40, 1.02, 62.49)
C (10.82, 1.60, 61.03)
O (11.00, 1.93, 63.46)
H (8.65, 0.83, 63.64)
H (8.39, 0.54, 62.15)
H (8.46, 2.10, 62.46)
H (10.60, -0.02, 62.71)
H (10.27, 0.83, 60.33)
H (11.89, 1.72, 60.74)
H (10.44, 2.49, 60.75)
H (11.67, 1.50, 64.01)
C (7.97, 2.63, 55.06)
C (7.51, 1.68, 54.01)
C (6.73, 2.47, 52.96)
O (8.58, 0.92, 53.47)
H (8.76, 3.40, 54.74)
H (8.49, 1.92, 55.58)
H (7.21, 3.03, 55.74)
H (6.88, 1.04, 54.49)
H (5.92, 2.92, 53.40)
H (6.35, 1.77, 52.16)
H (7.49, 3.02, 52.54)
H (8.85, 1.46, 52.72)
C (3.46, 3.94, 59.26)
C (4.04, 3.76, 57.88)
C (4.53, 5.04, 57.09)
O (5.09, 2.82, 57.87)
H (3.32, 2.78, 59.76)
H (2.56, 4.51, 59.43)
H (3.89, 4.70, 59.85)
H (3.18, 3.26, 57.11)
H (3.83, 5.90, 57.31)
H (4.70, 4.74, 55.94)
H (5.29, 5.57, 57.47)
H (4.87, 2.11, 57.25)
C (6.86, -2.91, 58.44)
C (7.64, -1.63, 58.23)
C (7.01, -0.61, 57.36)
O (7.76, -1.09, 59.53)
H (6.53, -3.40, 57.32)
H (5.94, -2.78, 58.55)
H (7.54, -3.53, 58.96)
H (8.61, -1.85, 57.79)
H (7.84, 0.13, 57.23)
H (6.03, -0.37, 57.35)
H (7.29, -0.93, 56.45)
H (8.53, -1.55, 59.98)
C (8.07, 7.23, 58.89)
C (8.12, 7.01, 57.31)
C (8.45, 8.25, 56.53)
O (8.93, 5.88, 56.87)
H (7.47, 6.41, 59.39)
H (7.42, 7.97, 59.32)
H (9.05, 7.53, 59.41)
H (6.98, 6.94, 57.07)
H (7.85, 8.93, 56.98)
H (8.21, 8.11, 55.40)
H (9.25, 8.48, 56.74)
H (8.76, 5.16, 57.45)

Mulliken population analysis, charges in e, atoms 1 to 4: -0.539 -0.598 0.248 0.327

Record 4
Molecular formula: C18H54BF4N14O10Rb
Method: DFT, ωB97M-V/def2-TZVPD

molecular weight = 798.99 Da
frontier orbital gap = 0.2804 hartree
HOMO level = -8.542 eV

Cartesian coordinates (Å):
Rb (-0.27, -3.36, -0.14)
B (-0.87, -0.30, -1.48)
F (-0.66, -1.50, -2.22)
F (0.00, 0.73, -1.89)
F (-2.10, 0.12, -1.75)
F (-0.75, -0.47, -0.14)
C (1.08, -6.43, -2.28)
O (1.58, -5.14, -2.02)
C (2.95, -4.93, -1.96)
C (2.99, -3.43, -1.71)
N (2.68, -3.08, -0.30)
C (2.77, -1.65, -0.04)
C (2.42, -1.38, 1.41)
O (3.28, -1.98, 2.37)
C (3.37, -1.23, 3.59)
H (0.00, -6.28, -2.31)
H (1.43, -7.15, -1.55)
H (1.42, -6.79, -3.25)
H (3.40, -5.31, -2.88)
H (3.52, -5.45, -1.19)
H (2.35, -2.93, -2.43)
H (4.00, -3.10, -1.97)
H (3.27, -3.57, 0.36)
H (2.05, -1.27, -0.77)
H (3.74, -1.20, -0.24)
H (1.45, -1.83, 1.61)
H (2.47, -0.30, 1.56)
H (2.47, -1.08, 4.19)
H (3.71, -0.21, 3.40)
H (4.07, -1.74, 4.25)
C (1.82, 2.09, 5.78)
O (1.24, 3.13, 5.01)
C (1.20, 4.34, 5.85)
C (1.11, 5.70, 5.02)
N (0.37, 5.50, 3.80)
C (-1.01, 5.23, 4.15)
C (-1.80, 4.51, 3.00)
O (-1.02, 3.59, 2.17)
C (-1.84, 2.96, 1.12)
H (2.06, 1.23, 5.14)
H (1.07, 1.73, 6.48)
H (2.68, 2.37, 6.38)
H (2.18, 4.44, 6.33)
H (0.36, 4.25, 6.55)
H (2.13, 5.91, 4.69)
H (0.68, 6.47, 5.66)
H (0.35, 6.45, 3.44)
H (-1.54, 6.15, 4.42)
H (-1.20, 4.64, 5.04)
H (-2.16, 5.20, 2.24)
H (-2.57, 3.85, 3.40)
H (-2.23, 3.74, 0.47)
H (-2.60, 2.35, 1.61)
H (-1.30, 2.23, 0.52)
C (2.29, 2.58, 0.00)
O (1.38, 2.58, 0.79)
N (3.44, 3.15, 0.19)
N (2.30, 1.88, -1.11)
H (3.51, 3.58, 1.10)
H (4.24, 2.94, -0.39)
H (3.10, 2.08, -1.69)
H (1.53, 1.36, -1.50)
C (-4.77, -0.28, 0.01)
O (-5.86, -0.64, 0.38)
N (-4.34, 0.92, 0.14)
N (-3.77, -1.03, -0.27)
H (-3.44, 1.21, -0.20)
H (-4.88, 1.58, 0.70)
H (-2.85, -0.67, -0.50)
H (-3.92, -2.02, -0.10)
C (-0.49, 0.70, 3.32)
O (0.57, 1.33, 3.05)
N (-1.09, -0.14, 2.60)
N (-1.18, 0.90, 4.34)
H (-0.79, -0.24, 1.64)
H (-1.10, -1.02, 3.09)
H (-1.84, 0.24, 4.72)
H (-0.67, 1.54, 4.94)
C (-4.05, -1.06, -4.39)
O (-4.65, -1.18, -5.44)
N (-3.39, -1.96, -3.73)
N (-3.90, 0.09, -3.74)
H (-2.86, -1.66, -2.93)
H (-3.21, -2.88, -4.12)
H (-4.31, 0.88, -4.22)
H (-3.17, 0.21, -3.06)
C (0.28, 0.65, -5.29)
O (0.80, 0.95, -6.32)
N (-0.46, 1.40, -4.53)
N (0.45, -0.51, -4.74)
H (-0.83, 2.27, -4.91)
H (-0.58, 1.15, -3.56)
H (-0.10, -0.89, -3.98)
H (1.12, -1.07, -5.25)
C (-1.44, -4.34, -5.11)
O (-2.49, -4.52, -4.48)
N (-0.80, -3.20, -5.28)
N (-0.98, -5.43, -5.77)
H (0.09, -3.29, -5.75)
H (-1.08, -2.27, -5.00)
H (-0.04, -5.44, -6.14)
H (-1.56, -6.24, -5.94)

Mulliken population analysis, charges in e, atoms 1 to 4: 0.989 0.019 -0.334 -0.221

Record 5
Molecular formula: C18H54BaNO12
Method: DFT, ωB97M-V/def2-TZVPD

molecular weight = 613.95 Da
energy relative to the best compared isomer or geometry (same formula, charge and spin) = 0.00 kJ/mol
frontier orbital gap = 0.2715 hartree
HOMO level = -11.260 eV
total charge = +1

Cartesian coordinates (Å):
Ba (-2.48, 0.03, -3.27)
N (-0.43, -0.49, 0.06)
O (-0.96, -1.46, 0.52)
O (-0.80, -0.02, -0.96)
O (0.48, 0.01, 0.73)
C (-4.24, 3.13, 0.31)
C (-2.93, 2.53, -0.33)
O (-3.28, 2.07, -1.59)
H (-4.98, 2.33, 0.33)
H (-4.58, 3.99, -0.26)
H (-4.08, 3.45, 1.34)
H (-2.60, 1.70, 0.30)
H (-2.12, 3.25, -0.44)
H (-3.60, 2.80, -2.13)
C (4.12, -0.45, -0.20)
C (5.30, -1.09, 0.50)
O (5.58, -0.21, 1.57)
H (4.32, 0.54, -0.60)
H (3.30, -0.41, 0.51)
H (3.64, -1.03, -0.99)
H (6.21, -1.17, -0.09)
H (5.07, -2.06, 0.95)
H (6.15, -0.59, 2.24)
C (1.87, -1.05, -3.38)
C (0.75, -1.96, -3.78)
O (-0.24, -1.14, -4.27)
H (1.57, -0.35, -2.59)
H (2.19, -0.42, -4.21)
H (2.74, -1.63, -3.08)
H (0.40, -2.53, -2.92)
H (1.05, -2.74, -4.48)
H (-0.01, -1.09, -5.20)
C (1.13, 4.59, -0.91)
C (1.29, 3.24, -0.16)
O (1.23, 2.22, -1.15)
H (1.21, 5.39, -0.18)
H (0.17, 4.66, -1.43)
H (1.93, 4.75, -1.64)
H (0.47, 3.06, 0.54)
H (2.23, 3.21, 0.38)
H (1.01, 1.45, -0.62)
C (-2.71, -4.34, -0.53)
C (-3.56, -3.24, -1.13)
O (-2.70, -2.19, -1.55)
H (-2.08, -3.91, 0.24)
H (-2.09, -4.67, -1.37)
H (-3.28, -5.20, -0.17)
H (-4.23, -2.92, -0.33)
H (-4.18, -3.66, -1.92)
H (-2.05, -2.05, -0.87)
C (-0.31, 4.08, -4.21)
C (-0.31, 2.58, -4.44)
O (-0.67, 1.89, -3.29)
H (0.51, 4.41, -3.56)
H (-1.30, 4.52, -4.07)
H (-0.11, 4.53, -5.18)
H (0.65, 2.27, -4.85)
H (-1.05, 2.34, -5.20)
H (0.04, 2.00, -2.66)
C (2.16, 2.23, 4.91)
C (2.18, 1.47, 3.61)
O (0.93, 1.61, 3.00)
H (1.97, 3.28, 4.72)
H (3.09, 2.12, 5.48)
H (1.36, 1.92, 5.57)
H (2.40, 0.41, 3.72)
H (2.90, 1.95, 2.95)
H (0.92, 0.93, 2.32)
C (-4.31, -1.64, 4.17)
C (-3.32, -2.11, 3.11)
O (-3.39, -1.40, 1.91)
H (-4.18, -2.17, 5.11)
H (-5.33, -1.81, 3.84)
H (-4.13, -0.58, 4.38)
H (-3.43, -3.19, 2.95)
H (-2.30, -1.92, 3.42)
H (-2.63, -1.56, 1.35)
C (2.51, -4.24, 2.46)
C (1.71, -3.08, 1.94)
O (0.33, -3.50, 1.88)
H (2.41, -5.11, 1.81)
H (2.13, -4.66, 3.39)
H (3.58, -4.11, 2.63)
H (2.12, -2.75, 0.99)
H (1.78, -2.25, 2.64)
H (-0.11, -2.80, 1.40)

Mulliken population analysis, charges in e, atoms 1 to 4: 1.824 0.352 -0.563 -0.031

no.,E_LUMO (eV)
1,0.156
2,0.518
3,0.237
4,-0.913
5,-3.872